1.
# C33H46F9NNbO25

C33H46F9NNbO25 as an isolated structure in a non-equilibrium geometry (ωB97M-V with the def2-TZVPD basis set, OMol25).

The geometry in XYZ format:
```
115
Properties=species:S:1:pos:R:3:lowdin_charge:R:1
O 6.487 4.671 -1.298 0.180
H 3.199 -6.172 6.786 0.147
H -5.563 1.501 -3.532 0.141
O -4.099 0.847 4.336 0.132
F -5.880 1.596 5.512 0.064
H 0.724 -0.139 -0.800 -0.023
C 5.090 -4.538 8.060 -0.558
F -5.003 -3.565 -2.246 0.081
O 12.242 0.445 -3.874 0.076
H 2.144 2.882 -1.654 0.019
O -7.078 -2.900 0.284 0.133
O 2.366 -5.321 1.836 0.085
H -3.817 -5.761 -2.103 0.146
H 13.726 1.584 -4.760 0.144
H -6.557 2.058 2.654 0.140
H 1.342 4.324 -1.101 0.042
H -3.276 -2.862 -2.968 0.178
O -7.626 -4.763 -0.867 0.171
C 12.518 2.652 -3.325 -0.312
H -0.103 -6.037 3.006 0.175
C 3.884 -5.434 6.368 -0.043
C 6.117 1.897 -3.191 -0.302
O 10.024 0.569 -4.246 0.181
C 3.406 -4.028 6.659 -0.309
C -3.127 -5.019 -2.506 -0.040
H -0.657 1.660 0.446 -0.062
F -0.355 -7.426 1.600 0.075
H -5.447 2.122 -1.178 0.151
H -4.244 3.135 0.391 0.050
O 3.968 -3.774 7.936 0.128
O 7.576 3.646 -2.978 0.069
O 1.579 -7.188 2.747 0.129
O 5.125 -5.475 7.086 0.074
H -1.383 4.420 2.096 0.062
H -4.833 2.757 4.270 0.169
H 7.742 2.342 -4.593 0.139
H 2.242 3.025 2.288 0.028
C -5.987 2.806 -1.836 -0.323
H 8.257 1.690 -3.029 0.122
H 4.098 2.693 1.249 0.067
O 5.914 -4.395 8.896 0.176
H -6.690 0.462 3.433 0.138
O 11.240 2.434 -3.894 0.132
O 3.679 -6.516 3.214 0.153
H -1.534 5.947 1.254 0.063
C 13.282 1.424 -3.776 -0.048
H -1.214 4.696 -1.548 0.031
O 0.558 0.329 -1.623 -0.473
H -6.434 3.000 -3.941 0.145
C -2.017 -4.046 -0.795 -0.537
O -9.216 1.921 -1.449 0.169
C -1.347 4.881 1.115 -0.091
C -3.905 0.431 3.046 -0.545
O -3.148 -3.328 -0.980 0.118
H 1.238 -6.032 0.248 0.150
H -3.301 1.622 -1.605 0.029
C -2.645 -0.277 -0.885 -0.145
O -7.282 3.078 -1.305 0.137
C -5.199 1.732 4.343 -0.315
N 1.565 3.159 1.541 0.098
C -2.465 0.937 -1.764 -0.487
H 12.414 2.753 -2.244 0.175
H 3.750 1.832 -0.246 0.075
O -7.934 -2.721 -1.763 0.070
H -0.265 2.448 -3.145 -0.112
H 3.759 -3.272 5.957 0.175
C -3.258 3.220 0.848 -0.109
F -5.313 3.970 -1.933 0.087
C 3.624 2.779 0.274 -0.065
F -7.109 -0.730 0.928 0.074
H 14.046 1.100 -3.076 0.139
C 2.647 -6.352 2.649 -0.559
H 4.079 3.570 -0.312 0.061
H -1.939 -1.037 -1.212 0.053
C 1.444 3.256 -0.901 -0.332
C 7.530 2.321 -3.530 -0.055
H 4.034 -5.633 5.312 0.112
H -5.803 -1.445 -0.402 0.156
O -2.940 -0.102 2.634 0.191
H -2.654 3.747 -1.878 0.017
H -2.915 -5.239 -3.548 0.139
H -2.768 2.251 0.869 0.026
C -6.006 1.263 3.150 -0.061
O -7.558 1.574 -2.927 0.046
O -1.918 -5.016 -1.737 0.074
C -7.848 -1.387 -1.244 -0.036
C -6.850 -1.559 -0.116 -0.297
H -3.656 -0.696 -0.968 0.046
F 2.055 -3.949 6.741 0.074
C -6.303 2.220 -3.192 -0.030
H -7.521 -0.695 -2.013 0.124
F 6.026 0.569 -2.942 0.080
C 11.064 1.090 -4.033 -0.545
H -3.436 3.509 1.887 0.066
F -2.548 0.467 -3.112 -0.178
H -0.350 4.783 0.707 0.030
F 13.043 3.796 -3.821 0.079
H -2.434 -0.051 0.154 0.033
C -2.410 4.292 0.169 -0.504
C -7.554 -3.584 -0.793 -0.575
C 2.146 3.072 0.411 -0.547
C 0.451 -6.516 2.199 -0.302
H -8.823 -1.076 -0.865 0.146
C 1.087 -5.558 1.218 -0.035
H 0.528 -4.640 1.089 0.110
C -1.816 3.856 -1.188 -0.366
C 6.628 3.741 -2.014 -0.552
H -3.106 5.110 -0.048 0.105
O -4.990 0.748 2.293 0.038
H 5.364 2.167 -3.934 0.176
C -8.133 2.176 -1.857 -0.566
O -1.219 -3.856 0.060 0.176
C -3.646 -3.616 -2.271 -0.294
O 5.862 2.615 -1.996 0.116
Nb -0.460 2.056 -1.333 1.630
```

Summary:
* net charge: -1
* 2S+1: 1
* E: -113650.184 eV
* HOMO level: -4.86 eV
* LUMO energy: 1.50 eV

=====

2.
# C33H46GaI2N4O3SbSi3

C33H46GaI2N4O3SbSi3 as an isolated structure (ωB97M-V with the def2-TZVPD basis set, OMol25).

The geometry in XYZ format:
```
93
Properties=species:S:1:pos:R:3:lowdin_charge:R:1
H 2.125 3.510 3.019 0.042
H 2.555 -0.338 -5.228 0.011
H 2.337 -4.174 -1.487 0.042
H -0.987 1.755 7.593 0.079
H -4.280 -2.846 -1.874 0.104
C -0.705 -2.977 1.160 -0.603
C 2.472 -0.555 5.534 -0.018
H 3.552 0.049 -0.230 0.005
H -1.690 4.065 1.958 0.042
H 2.263 -1.071 0.268 -0.031
H 2.229 -1.674 2.349 0.113
C -0.872 3.623 2.529 -0.149
C -2.774 1.813 0.693 -0.073
C -0.915 0.564 4.418 -0.419
H 2.500 0.460 1.125 -0.029
H 2.360 1.240 -4.459 0.030
C 0.677 0.731 6.765 -0.672
O -0.347 -4.130 1.061 0.077
C 2.058 -3.062 -4.076 -0.187
C -3.261 -2.483 -1.907 -0.078
H -2.782 1.446 1.711 0.085
C -2.657 2.905 -1.772 -0.145
H -0.057 -3.501 -2.140 0.092
C -0.274 1.316 0.507 -0.482
C 2.537 -0.027 0.154 -0.319
C 1.965 2.585 2.457 -0.160
C -0.814 1.478 -4.195 -0.201
C 0.597 -0.791 -2.412 -0.537
C -3.884 2.885 -1.132 -0.068
C -2.179 -2.668 1.429 -0.096
C -0.679 -1.320 -5.186 -0.153
N -1.757 -0.618 -1.910 0.107
C -0.709 -1.438 -2.075 -0.405
C -0.901 -2.830 -2.073 -0.036
H 3.569 0.145 -2.650 0.001
H 1.879 1.779 3.186 0.013
C -3.930 2.331 0.139 -0.062
I -3.313 1.938 5.569 0.935
H -2.420 -3.043 2.423 0.138
H 4.433 -1.241 -1.992 0.030
C 0.902 4.198 0.165 -0.199
H 3.265 -2.971 -0.604 0.035
N -2.430 -1.222 1.365 0.071
Sb 1.148 0.989 -1.162 1.474
H -4.854 2.319 0.705 0.109
H -0.404 4.421 3.112 0.043
H -2.560 3.344 -2.760 0.105
H 4.142 -1.118 -3.724 0.031
O -1.581 0.416 3.309 -0.145
C 0.410 0.026 4.471 -0.141
H 1.032 5.147 0.694 0.036
C 2.313 -3.148 -1.111 -0.169
C 1.212 0.074 5.623 -0.204
H 1.566 0.903 -5.993 0.038
N 0.815 -0.564 3.318 0.097
H 3.133 -0.543 6.391 0.069
C -1.381 1.174 5.562 -0.643
H -1.809 1.269 -3.807 0.014
C -1.579 1.834 -0.042 -0.457
H 1.225 -3.766 -4.060 0.029
H -2.778 -3.222 0.710 0.113
H -0.769 -0.954 -6.213 0.039
H 3.792 -1.697 4.301 0.115
Si 0.261 -0.050 -4.167 0.423
C -2.176 -3.350 -1.997 -0.057
Ga -0.573 -0.239 1.725 0.423
H 1.526 -3.094 -0.362 0.002
C 3.702 -0.934 -2.742 -0.195
C 1.976 -1.179 3.276 -0.073
H 2.980 -3.652 -4.059 0.040
C -0.581 1.261 6.721 -0.215
H 0.130 4.331 -0.594 0.023
H 2.860 2.416 1.857 0.031
Si 0.429 2.872 1.407 0.440
H -0.221 -2.306 -5.218 0.015
H -0.905 1.785 -5.242 0.039
H -2.794 -0.954 0.455 0.074
C -2.987 -1.129 -1.849 -0.160
H -0.394 2.308 -3.627 0.013
H -2.324 -4.422 -2.008 0.118
C 2.841 -1.190 4.380 -0.010
N -1.544 2.399 -1.253 0.068
H -4.761 3.305 -1.605 0.099
H -1.303 2.903 3.224 -0.007
H 1.837 3.972 -0.349 0.010
I 1.784 0.896 8.526 0.921
H -3.790 -0.401 -1.751 0.112
H -3.072 -0.904 2.081 0.110
H 2.029 -2.527 -5.024 0.017
H -1.692 -1.433 -4.790 0.034
O 0.071 -1.935 1.069 -0.059
C 1.847 0.463 -5.031 -0.179
Si 2.115 -1.949 -2.552 0.461
```

Summary:
* 2S+1: 1
* E: -145825.010 eV
* HOMO level: -7.73 eV
* LUMO energy: -0.58 eV